Formula: C3H3O4Ru
Source: the OMol25 dataset
Level of theory: the ωB97M-V functional and the def2-TZVPD basis

Geometry as XYZ:
```
11
Properties=species:S:1:pos:R:3:forces:R:3
C -0.15059 0.80635 0.26282 -4.1 -2.6 -1.3
C 0.28383 1.53003 1.52218 -0.1 1.0 0.7
O -0.27627 2.51431 1.94137 0.7 -1.4 -0.3
O 0.85621 0.35877 -0.50548 0.3 3.1 2.0
H -0.85591 1.46413 -0.28497 0.5 0.0 0.2
H 1.23531 1.16210 1.97214 -0.1 0.3 0.3
Ru 1.16847 -1.16055 -1.44794 3.2 -0.9 -2.8
O -0.29063 -2.39030 -1.01028 -2.8 -0.4 1.8
O -2.20299 -3.14460 -0.01913 1.2 2.8 0.6
C -1.29156 -2.50245 -0.34728 -1.0 -5.0 -1.8
H -0.97376 -0.21551 0.49841 2.2 3.1 0.5
```
Positions in Å, forces in eV/Å.

For the electronic energy, the calculation gives -510.99494 Ha. Its charge is +2. As for the molecular weight: 204.123 g mol⁻¹. As for the spin multiplicity: 6. The frontier orbital gap (alpha / beta) comes out at 8.205 / 5.554 eV. The value obtained for the HOMO energy (alpha / beta) is -18.588 / -19.117 eV. Its expectation value of S² is 8.766.

Formula: C11H32BeN2O5P2
Source: the OMol25 dataset
Level of theory: the ωB97M-V functional and the def2-TZVPD basis

Geometry as XYZ:
```
53
Properties=species:S:1:pos:R:3:forces:R:3
O -3.12097 -2.54059 -2.14365 -1.3 1.8 -1.2
H -3.59104 -2.28577 -3.00916 1.1 -0.4 2.1
Be -0.32580 -0.07418 -0.91046 1.0 1.1 4.2
N -0.36812 1.62865 -0.79539 -1.0 1.6 1.9
N -1.95747 -0.11576 -0.09768 -2.7 1.9 2.2
O 0.23668 2.59917 -1.61245 0.7 0.2 0.4
O -2.80164 -1.02776 0.26181 1.4 -0.1 -1.0
C -1.25938 2.07904 0.09103 0.7 -0.5 -3.5
C -2.20485 1.09453 0.48186 1.1 -1.9 -0.1
C -1.44327 3.50511 0.32548 -0.1 0.9 0.7
C -3.19216 1.32660 1.55686 -1.1 0.0 0.5
H -0.91183 4.12497 -0.38983 0.1 -0.1 0.1
H -1.07107 3.67666 1.32783 0.3 0.5 0.4
H -2.47945 3.82850 0.36777 -0.2 -0.3 -0.1
H -3.89428 0.47082 1.64895 0.6 0.6 -0.1
H -3.79141 2.24434 1.38795 0.3 -0.4 0.0
H -2.66625 1.45878 2.51779 -0.4 -0.1 -0.5
H 1.01355 2.97444 -1.14267 -0.5 -0.5 -0.2
H -3.20512 -1.74753 -1.51956 0.2 -1.5 -0.9
O -0.80160 1.06952 3.37807 0.6 1.1 -0.3
H -0.54091 2.00411 3.49479 -0.1 -0.7 0.0
H -1.00603 0.76620 4.25337 -0.2 -0.3 0.7
C 0.07083 -0.52473 -2.27699 1.9 -3.7 -8.0
H -0.17950 -1.59692 -2.21195 0.0 0.0 -0.3
H -0.87424 -0.10953 -2.33775 -3.1 0.7 -1.4
H 0.33340 -0.47538 -3.41053 0.2 0.5 2.2
O 2.78555 2.97483 -3.36987 0.0 0.3 -0.4
H 1.82785 3.00671 -3.49639 0.1 -0.2 -0.1
H 3.13525 2.42270 -4.08349 -0.2 0.2 0.2
C 1.85125 0.63346 1.40263 0.5 0.4 0.9
P 1.84878 -0.06490 -0.30193 0.0 0.6 2.0
C 3.06991 0.97980 -1.09626 1.1 0.4 -0.6
C 2.78315 -1.61313 0.03395 0.5 0.2 -0.5
C 1.83054 -2.74525 0.43581 -0.3 0.0 -0.1
P 0.02869 -2.15215 0.30976 0.6 -0.9 1.3
C -0.77418 -3.67871 -0.22166 -0.4 -0.4 -0.2
C -0.43029 -2.07052 2.10298 0.0 0.0 -0.3
H 0.84501 0.76035 1.84277 0.5 -0.1 -0.4
H 2.36230 1.61212 1.37129 -0.3 -0.2 0.2
H 2.43745 -0.00265 2.08676 -0.2 0.3 0.0
H 3.95968 0.35539 -1.32792 -0.4 0.6 0.0
H 2.70705 1.45801 -2.02741 0.2 -0.5 0.7
H 3.38329 1.78183 -0.39989 0.0 -0.4 -0.5
H 3.36156 -1.84013 -0.87242 -0.2 -0.2 0.2
H 3.52224 -1.39188 0.81704 -0.1 -0.1 -0.2
H 1.96207 -3.61043 -0.23699 -0.1 0.3 0.4
H 2.04292 -3.07134 1.46890 -0.2 0.0 -0.5
H -1.42706 -4.02769 0.57304 -0.1 -0.2 0.0
H -1.40034 -3.44554 -1.07831 -0.1 -0.2 -0.1
H -0.05874 -4.46034 -0.48110 -0.1 0.0 0.0
H 0.40171 -2.34333 2.75333 -0.1 0.0 0.0
H -0.76481 -1.05795 2.32300 0.0 -0.1 0.2
H -1.25889 -2.76255 2.23687 0.0 0.1 0.3
```
Positions in Å, forces in eV/Å.

For the electronic energy, the calculation gives -1621.27937 Ha. The calculation puts the energy relative to the best compared isomer or geometry (same formula, charge and spin) at 17.9 kJ/mol. As for the molecular weight: 343.346 g mol⁻¹. The frontier orbital gap (alpha / beta) comes out at 6.226 / 6.227 eV. The value obtained for the HOMO energy (alpha / beta) is -6.259 / -6.259 eV.

Formula: C14H49N3O9
Source: the OMol25 dataset
Level of theory: the ωB97M-V functional and the def2-TZVPD basis

Geometry as XYZ:
```
75
Properties=species:S:1:pos:R:3:forces:R:3
C 4.44589 -3.76104 2.19767 -1.1 0.6 -0.4
O 3.28983 -3.40775 1.36831 0.8 -1.4 0.9
H 4.79139 -2.83660 2.69888 0.0 -0.8 0.0
H 4.21841 -4.59847 2.86615 -0.7 0.7 0.4
H 5.22319 -4.23653 1.63370 0.7 0.4 -0.9
H 3.37605 -2.49404 1.11265 0.3 0.7 0.0
C 0.62651 -2.59372 -0.45968 -0.7 0.1 0.7
O -0.11376 -1.32820 -0.44834 0.4 -1.2 0.2
H 1.68497 -2.43347 -0.26793 -0.1 0.3 0.4
H 0.21349 -3.30738 0.31019 0.5 0.7 -0.8
H 0.64035 -3.09989 -1.42638 -0.6 0.2 -0.2
H -1.02101 -1.47502 -0.06091 0.5 0.0 -0.7
O 0.12466 1.27563 0.59814 0.4 -1.2 1.1
H 0.07560 1.99336 -0.02783 -0.2 -0.1 -0.7
H 0.16213 0.36684 0.19753 -0.1 1.1 -0.3
O 3.42739 -0.29637 1.29734 0.2 -1.2 2.1
H 2.89633 -0.01573 0.58166 -1.0 0.6 -1.2
H 2.77401 -0.52302 2.01913 0.5 0.4 -0.9
O -3.82668 -0.10005 -2.62756 0.2 -1.8 -0.1
H -2.93123 -0.47364 -2.77565 -0.6 0.5 0.1
H -4.33209 -0.93684 -2.46433 0.4 1.2 -0.1
O -2.73845 -1.53706 0.26990 0.0 1.5 0.1
H -2.82081 -0.62398 0.70802 0.1 -1.2 -0.5
H -2.68217 -2.18681 0.98010 -0.1 0.1 0.5
C -4.92639 1.88816 0.31583 -1.1 0.2 -0.2
C -3.48687 1.88646 -0.02751 1.4 0.0 1.4
C -2.92303 3.18952 -0.54268 0.8 -0.1 -1.6
O -1.58676 2.98322 -1.08061 -0.5 0.8 1.0
C -1.49408 2.49445 -2.38265 0.8 -1.4 0.8
N -2.80110 1.41915 1.17604 -0.1 -0.3 2.4
H -5.18854 2.76498 0.91294 -0.2 0.2 -0.3
H -5.13702 1.04686 0.95555 0.0 -0.5 0.2
H -5.54930 1.73965 -0.56701 -0.1 0.5 0.1
H -3.29285 1.10592 -0.73682 0.0 -0.1 -0.9
H -2.72521 4.01137 0.15239 -0.7 -0.4 0.4
H -3.60436 3.52077 -1.34807 0.3 0.3 0.1
H -0.45085 2.50293 -2.64299 0.5 0.6 -0.3
H -2.09315 3.04985 -3.05554 -0.7 0.4 -0.9
H -1.67435 1.41734 -2.39089 -0.7 -0.1 -0.3
H -1.80174 1.60235 1.26553 -0.1 0.1 -0.6
H -3.25640 1.76366 2.05917 0.6 -0.3 -1.3
C 4.82073 3.07639 -3.61330 0.7 -1.3 0.4
C 3.51485 2.35870 -3.87253 -0.6 0.3 -1.3
C 2.77973 1.87087 -2.60163 1.0 2.3 0.8
O 1.65428 1.12758 -2.95220 0.0 -1.5 0.2
C 1.85270 -0.27744 -3.22855 -1.6 0.8 0.2
N 2.67515 3.23145 -4.74708 0.1 -1.4 0.0
H 5.50511 2.28916 -3.25379 -0.1 0.6 0.8
H 4.78817 3.97470 -2.99841 -0.2 -0.3 0.4
H 5.33856 3.34667 -4.50617 -0.2 0.4 -1.1
H 3.76446 1.45989 -4.51105 -0.3 0.7 0.7
H 2.30995 2.78190 -2.06340 1.0 -1.1 -0.7
H 3.59811 1.48099 -1.88565 -1.6 -0.4 -0.8
H 2.13102 -0.80694 -2.33510 0.1 -0.2 0.6
H 2.61328 -0.45587 -3.96228 0.3 0.0 -0.7
H 0.84257 -0.64842 -3.55146 1.1 0.3 0.1
H 1.77238 2.78835 -4.91833 0.2 0.0 0.1
H 2.47117 4.08141 -4.27079 -0.1 0.8 0.5
C 0.50779 -2.90080 4.08327 -1.5 -0.4 -0.1
C -0.02834 -1.95527 3.03507 0.7 0.8 -0.4
C -1.43755 -1.51253 3.30278 -0.6 0.4 -2.3
O -2.41354 -2.48360 2.88329 0.2 0.2 1.3
C -3.66424 -2.02315 3.39701 0.5 -1.7 1.0
N 0.77628 -0.71253 3.04680 -0.6 0.1 -2.9
H 1.56169 -2.84648 4.04767 1.2 -0.4 0.1
H 0.12125 -3.91708 3.91835 0.4 0.2 -0.1
H 0.14607 -2.61336 5.06063 0.1 0.2 0.5
H 0.16168 -2.41850 2.06874 -0.6 0.1 -0.1
H -1.68559 -0.61000 2.66542 0.5 -0.5 0.8
H -1.48206 -1.20371 4.34741 -0.5 -0.3 0.3
H -3.84517 -1.05678 2.99137 -0.6 0.9 -0.3
H -3.56374 -1.96048 4.51309 -0.4 0.0 -0.8
H -4.42455 -2.77223 3.12070 0.2 0.5 0.1
H 0.32699 0.07938 2.47021 1.0 -1.4 1.7
H 0.99882 -0.52912 3.97648 0.3 1.2 1.7
```
Positions in Å, forces in eV/Å.

For the electronic energy, the calculation gives -1404.11203 Ha. The calculation puts the energy relative to the best compared isomer or geometry (same formula, charge and spin) at 0.0 kJ/mol. Its structure (SMILES) is COC[C@H](C)N.COC[C@H](C)N.COC[C@H](C)N.CO.CO.O.O.O.O. As for the molecular weight: 403.558 g mol⁻¹. The frontier orbital gap comes out at 9.662 eV. The value obtained for the HOMO energy is -9.069 eV.

Formula: C32H26N5S5Y
Source: the OMol25 dataset
Level of theory: the ωB97M-V functional and the def2-TZVPD basis

Geometry as XYZ:
```
69
Properties=species:S:1:pos:R:3:forces:R:3
Y 0.51127 -1.01403 0.33866 -0.1 -0.3 0.0
S 2.09298 -1.59075 2.47925 0.1 0.1 -0.1
C 3.64471 -1.55556 1.64048 0.0 0.0 0.1
C 4.74656 -0.98653 2.28635 0.0 0.0 0.0
C 5.98991 -0.93349 1.68650 0.0 0.0 0.0
C 6.18714 -1.46014 0.41623 0.0 0.0 0.0
C 5.11840 -2.04445 -0.23971 0.0 0.0 0.0
C 3.86545 -2.09044 0.36261 0.0 0.0 0.0
S 2.53553 -2.79055 -0.59182 0.0 0.1 0.0
C 2.05224 -4.19625 0.45859 0.0 -0.1 0.1
C 0.58426 -4.50036 0.37530 0.1 0.0 0.0
C 0.18961 -5.79592 0.07645 0.0 0.0 0.0
C -1.15895 -6.10146 0.04205 0.1 0.0 0.0
C -2.06407 -5.09671 0.31293 0.1 0.0 0.0
C -1.59806 -3.81716 0.59461 -0.1 0.0 0.0
C -2.64937 -2.79493 0.95891 -0.1 -0.1 0.0
S -2.32719 -1.03007 0.73309 0.1 0.0 0.1
C -2.94517 -0.67591 -0.89198 0.1 0.0 0.0
C -4.18672 -0.04915 -0.95637 -0.1 0.0 0.0
C -4.72985 0.29761 -2.17791 0.0 0.0 0.0
C -4.01084 0.01572 -3.33529 0.0 0.0 0.0
C -2.77481 -0.59449 -3.27057 0.0 0.0 0.0
C -2.19610 -0.95752 -2.04606 0.0 0.0 0.0
S -0.63813 -1.75140 -2.03801 0.0 0.0 -0.1
N -0.29637 -3.51499 0.62067 -0.1 0.0 0.1
H 4.59968 -0.56701 3.27238 0.0 0.0 0.0
H 6.81300 -0.47001 2.21497 0.0 0.0 0.0
H 7.15873 -1.41756 -0.05612 0.0 0.0 0.0
H 5.24127 -2.46555 -1.22865 0.0 0.0 0.0
H 2.30174 -3.92455 1.48684 0.0 0.0 0.0
H 2.62442 -5.07186 0.15910 0.0 0.0 0.0
H 0.93932 -6.54480 -0.13373 0.0 0.0 0.0
H -1.49383 -7.10167 -0.19661 0.0 0.0 0.0
H -3.12847 -5.28355 0.29709 0.0 0.0 0.0
H -2.88374 -2.91538 2.02049 0.0 0.1 0.0
H -3.56625 -3.01427 0.41202 0.0 0.0 0.0
H -4.71732 0.16672 -0.03759 0.0 0.0 0.0
H -5.69314 0.78511 -2.22995 0.0 0.0 0.0
H -4.41672 0.28404 -4.30223 0.0 0.0 0.0
H -2.22029 -0.79798 -4.17634 0.0 0.0 0.0
S 1.74179 1.02886 -0.85956 0.0 0.0 0.0
C 0.63573 2.22356 -0.21872 -0.2 0.1 0.3
N 0.32804 3.34399 -0.80218 0.1 0.1 -0.2
N 0.81563 3.55261 -2.00554 0.0 -0.1 0.2
C 0.49330 4.69990 -2.72756 0.0 0.1 0.0
C 0.98854 4.82288 -4.02422 0.0 0.0 0.0
C 0.68729 5.94749 -4.77238 0.0 0.0 0.0
C -0.10591 6.95484 -4.24114 0.0 0.0 0.0
C -0.59442 6.82319 -2.94835 0.0 0.0 0.0
C -0.30300 5.70519 -2.18378 0.0 0.0 -0.1
N -0.01466 2.15388 1.01712 0.2 -0.3 -0.1
N -0.02344 1.03586 1.58932 -0.1 0.4 -0.1
C -0.61993 1.05515 2.89348 0.1 0.0 -0.1
C -1.03751 2.23743 3.49511 -0.1 0.0 0.1
C -1.60757 2.19233 4.75531 0.0 0.0 0.0
C -1.75667 0.98287 5.42219 0.0 0.0 0.0
C -1.32509 -0.19159 4.82475 0.0 0.0 0.0
C -0.75401 -0.15484 3.56327 0.0 0.0 0.0
H 1.37315 2.81736 -2.43374 0.0 0.0 0.0
H 1.60426 4.03652 -4.44312 0.0 0.0 0.0
H 1.07484 6.03373 -5.77908 0.0 0.0 0.0
H -0.34091 7.83182 -4.82822 0.0 0.0 0.0
H -1.21484 7.60220 -2.52379 0.0 0.0 0.0
H -0.68406 5.60027 -1.17956 0.0 0.0 0.0
H -0.91448 3.17515 2.97439 0.0 0.0 0.0
H -1.93346 3.11174 5.22293 0.0 0.0 0.0
H -2.19790 0.96069 6.40962 0.0 0.0 0.0
H -1.41917 -1.13646 5.34284 0.0 0.0 0.0
H -0.39638 -1.07940 3.12399 0.0 0.0 0.0
```
Positions in Å, forces in eV/Å.

For the electronic energy, the calculation gives -3538.20906 Ha. The calculation puts the energy relative to the best compared isomer or geometry (same formula, charge and spin) at 206.9 kJ/mol. As for the molecular weight: 729.836 g mol⁻¹. The frontier orbital gap comes out at 6.385 eV. The value obtained for the HOMO energy is -7.090 eV.

Formula: C20H30BBrF10IN3O11PS
Source: the OMol25 dataset
Level of theory: the ωB97M-V functional and the def2-TZVPD basis

Geometry as XYZ:
```
79
Properties=species:S:1:pos:R:3:forces:R:3
C -3.57204 -5.17559 1.92352 -0.9 0.1 0.0
C -4.22204 -4.71548 0.59557 0.2 -0.1 -0.4
C -3.27694 -4.04351 -0.45027 -0.3 -1.5 -0.2
N -2.14275 -3.25392 0.04620 -1.2 0.7 -0.2
C -2.40166 -1.90157 0.38702 0.6 0.9 -0.4
N -3.81491 -1.53896 0.48757 -0.2 0.2 1.5
C -4.35262 -1.54682 1.59263 0.0 -0.5 1.6
O -4.80293 -1.57656 2.67716 0.2 0.3 -2.1
C -1.34683 -1.52582 1.51464 1.5 -1.9 0.0
I -1.42379 -2.51905 3.43797 -0.2 0.6 -0.4
N -0.89578 -0.09789 1.48857 -1.8 1.3 0.8
C -1.66931 0.73157 2.53076 -1.0 0.7 2.0
O -1.03966 0.76525 3.76312 0.2 0.1 -0.8
C -0.81846 2.09446 4.25865 0.4 -0.1 1.1
C 0.54007 0.19088 1.75070 1.3 -0.5 -1.2
B 1.58078 -0.16575 0.55316 0.4 -1.1 -0.5
O 1.94552 0.69312 -0.47296 -1.0 -0.4 0.5
O 2.17455 -1.41649 0.61155 0.0 1.2 1.0
C -1.52824 0.38016 0.21359 -2.2 1.1 -1.2
C -1.11767 1.73299 -0.40354 1.1 0.1 -0.1
C -2.15734 2.84231 -0.20083 -0.3 0.4 0.1
O -3.32844 2.71474 -0.17959 0.2 -0.4 0.2
Br -1.42471 4.64908 0.10298 0.2 -0.7 -0.2
C -1.85825 -0.82742 -0.68915 2.1 -1.5 0.7
F -0.70518 -1.44210 -1.20205 0.2 0.8 0.1
S -2.80995 -0.51046 -2.21585 -3.9 1.2 -1.2
O -3.93219 -1.36938 -2.42998 1.0 -1.6 0.5
O -3.26212 0.84934 -2.29388 1.8 0.7 0.7
C -1.71423 -0.74683 -3.72734 0.3 -0.3 -0.4
F -2.38294 -0.10533 -4.67860 -0.3 0.2 0.2
F -0.53277 -0.11679 -3.61783 0.2 -0.3 0.5
C -1.60077 -2.24480 -4.19627 -0.3 -0.2 0.6
F -2.63958 -2.47188 -5.00063 0.3 0.0 -0.6
F -1.76822 -3.10767 -3.17150 0.5 0.4 0.5
C -0.24723 -2.62526 -4.86338 -0.2 -0.6 -0.6
F 0.76124 -2.57338 -3.98620 -0.1 0.6 0.3
F -0.36079 -3.92338 -5.19305 -0.4 0.0 -0.2
C 0.12938 -1.84001 -6.17514 1.2 -1.3 -0.4
F 0.68161 -2.72275 -7.01506 0.0 -0.1 0.0
F -0.90277 -1.31817 -6.80523 -0.3 0.6 0.4
F 1.07859 -0.95324 -5.90522 -0.5 0.7 0.1
H -3.83062 -4.48139 2.73475 0.4 -0.1 -0.2
H -2.48608 -5.32384 1.87066 -0.3 0.0 0.0
H -4.03569 -6.13334 2.19936 0.3 0.2 0.0
H -5.10663 -4.07463 0.73523 0.3 -0.2 0.4
H -4.61563 -5.62078 0.10756 0.1 0.4 0.0
H -3.91227 -3.50330 -1.16021 0.5 0.3 0.2
H -2.83942 -4.86814 -1.03688 0.1 0.4 0.2
H -1.58551 -3.74851 0.72886 -0.1 0.0 0.0
H -0.46552 -2.06545 1.12823 -0.3 0.3 0.0
H -2.67569 0.30687 2.69928 0.4 -0.3 -0.6
H -1.81876 1.77085 2.19942 0.4 -0.4 -0.6
H -1.72798 2.46438 4.75257 0.1 0.1 -0.5
H -0.06424 1.99940 5.05193 -0.2 0.0 -0.3
H -0.41963 2.78223 3.49957 -0.3 -0.2 0.0
H 0.88109 -0.41398 2.59972 -0.5 0.4 0.0
H 0.67235 1.26452 1.94467 -0.3 -0.3 0.2
H 1.25938 0.60189 -1.15146 0.4 0.3 -0.3
H 3.12975 -1.24489 0.67116 0.1 -0.6 -0.6
H -2.55346 0.61613 0.57231 0.1 -0.3 -0.4
H -0.15225 2.12764 -0.05542 -0.2 -0.4 -0.1
H -1.02788 1.58553 -1.49247 0.0 0.3 0.3
C 5.86725 5.64026 3.10896 0.2 0.2 0.0
O 5.80800 4.22283 2.84490 -3.0 1.8 -0.4
P 4.85885 3.73354 1.54011 4.2 -5.9 -2.5
O 4.82285 2.27102 1.88008 -0.6 1.0 0.5
O 6.01899 4.12040 0.46497 -0.7 0.2 -0.2
C 7.32408 3.56204 0.60847 0.4 0.2 0.2
O 3.68839 3.79224 0.36561 -0.8 2.6 2.4
C 3.85353 2.92971 -0.75270 0.4 -0.2 -0.7
H 6.60855 5.80862 3.88642 0.0 -0.1 0.0
H 6.16381 6.19038 2.21222 0.0 0.0 0.0
H 4.89908 6.00056 3.45691 0.1 0.1 0.1
H 7.31295 2.64688 1.20051 -0.1 0.0 0.0
H 7.98743 4.29255 1.07338 0.0 -0.1 0.0
H 7.70145 3.33514 -0.38784 -0.1 0.1 0.0
H 3.98799 1.89953 -0.44068 0.1 0.1 0.1
H 4.68913 3.25036 -1.37445 0.0 0.0 0.1
H 2.94370 2.99509 -1.34753 -0.1 0.2 0.2
```
Positions in Å, forces in eV/Å.

For the electronic energy, the calculation gives -6406.44799 Ha. Its charge is +1. As for the molecular weight: 959.111 g mol⁻¹. The frontier orbital gap comes out at 8.729 eV. The value obtained for the HOMO energy is -12.216 eV.

Q: Among the records above, which one has the lowest electronic energy?
A: C20H30BBrF10IN3O11PS

Q: Which of these has the lowest molecular weight?
A: C3H3O4Ru

Q: The highest electronic energy belongs to which entry?
A: C3H3O4Ru

Q: The highest molecular weight belongs to which entry?
A: C20H30BBrF10IN3O11PS